(1)
Here is the molecule C9H13N3O2 at a distorted geometry from the Open Molecules 2025 dataset. Energies are from ωB97M-V/def2-TZVPD.

The SMILES is C=C/C=C\N=C(\N1CCCC1)[N+](=O)[O-]. The highest occupied orbital energy is -7.8654 eV. Its energy above the lowest of the compared OMol25 structures with the same formula, charge and spin is 5.481 eV.

CARTESIAN COORDINATES (ANGSTROEM)
C1 2.68 1.37 1.47
C2 3.34 1.81 0.44
C3 3.54 0.92 -0.70
C4 2.81 -0.16 -1.09
N1 1.52 -0.22 -0.72
C5 0.77 -1.14 -0.36
N2 -0.55 -1.10 -0.47
C6 -1.56 -1.78 0.39
C7 -2.59 -0.71 0.70
C8 -2.62 -0.13 -0.78
C9 -1.15 0.11 -1.15
N3 1.38 -2.45 0.16
O1 1.34 -2.60 1.35
O2 2.05 -3.08 -0.61
H1 2.39 0.33 1.55
H2 2.59 1.92 2.40
H3 3.73 2.75 0.22
H4 4.43 1.17 -1.21
H5 3.08 -0.64 -2.03
H6 -0.95 -2.12 1.25
H7 -1.99 -2.63 -0.13
H8 -2.17 0.08 1.23
H9 -3.51 -1.00 1.13
H10 -3.07 -0.98 -1.47
H11 -3.30 0.76 -1.03
H12 -0.96 -0.24 -2.14
H13 -0.91 1.18 -1.03

Charges per atom according to Löwdin partitioning, unit e: 0.00 -0.19 -0.11 -0.14 0.13 -0.29 -0.03 -0.13 -0.13 -0.18 -0.12 -0.34 0.09 0.11 0.06 0.06 0.08 0.08 0.12 0.12 0.12 0.09 0.10 0.14 0.13 0.11 0.13


(2)
Here is a structure of composition C9H13N3O4Pd at a distorted geometry from the Open Molecules 2025 dataset. Energies are from ωB97M-V/def2-TZVPD.

As for the multiplicity: 3. Its expectation value of S² is 2.009. Its net charge is +2. The highest occupied orbital energy (spin up / spin down) is -16.1463 / -16.1363 eV.

CARTESIAN COORDINATES (ANGSTROEM)
O1 0.42 -3.13 -2.41
C1 0.25 -1.98 -2.47
Pd1 0.38 0.03 -2.44
O2 -2.25 0.03 -5.56
C2 -1.54 0.02 -4.69
C3 2.30 0.04 -2.92
O3 3.46 0.03 -2.93
C4 0.25 2.05 -2.42
O4 0.42 3.19 -2.33
C5 2.34 -0.16 1.91
N1 0.87 -0.04 1.91
C6 0.27 -0.04 3.25
C7 0.16 0.00 0.74
N2 0.89 -0.04 -0.36
N3 -1.18 0.05 0.63
C8 -2.19 0.36 1.64
C9 -1.81 -0.20 -0.67
H1 2.65 -0.20 2.95
H2 2.82 0.71 1.44
H3 2.68 -1.07 1.41
H4 -0.16 0.95 3.50
H5 -0.49 -0.82 3.35
H6 1.09 -0.25 3.95
H7 1.86 -0.06 -0.08
H8 -2.84 1.16 1.26
H9 -2.83 -0.52 1.76
H10 -1.74 0.65 2.60
H11 -1.56 0.56 -1.44
H12 -1.63 -1.21 -1.04
H13 -2.88 -0.10 -0.53

Charges per atom according to Löwdin partitioning, unit e: 0.22 -0.06 0.78 0.13 0.02 -0.05 0.22 -0.04 0.21 -0.02 -0.11 -0.02 -0.38 0.05 -0.10 -0.01 -0.05 0.10 0.11 0.11 0.10 0.11 0.10 0.04 0.11 0.11 0.07 0.05 0.07 0.11


(3)
Here is a structure of composition C9H13N3Zn at a distorted geometry from the Open Molecules 2025 dataset. Energies are from ωB97M-V/def2-TZVPD.

Its net charge is +2. The highest occupied orbital energy is -16.0010 eV.

CARTESIAN COORDINATES (ANGSTROEM)
C1 -0.03 -1.93 1.00
C2 1.02 -1.70 0.13
C3 1.41 -0.37 -0.39
C4 1.52 -0.51 -1.86
N1 1.40 -0.68 -3.00
C5 2.85 -0.05 0.20
C6 2.73 0.97 1.23
N2 2.48 1.87 1.92
N3 0.44 0.67 -0.07
C7 -0.82 0.53 -0.78
C8 -1.98 1.20 -0.05
C9 -2.53 0.39 1.11
H1 -0.04 -1.65 2.05
H2 -0.93 -2.43 0.63
H3 1.64 -2.55 -0.18
H4 3.55 0.25 -0.58
H5 3.27 -0.91 0.70
H6 0.85 1.53 -0.42
H7 -1.05 -0.51 -1.05
H8 -0.69 1.09 -1.75
H9 -2.82 1.38 -0.78
H10 -1.67 2.17 0.33
H11 -1.79 -0.31 1.53
H12 -2.86 1.02 1.92
H13 -3.39 -0.18 0.79
Zn1 -2.55 0.71 -2.64

Charges per atom according to Löwdin partitioning, unit e: 0.20 0.06 -0.44 -0.13 0.26 -0.04 -0.19 0.21 0.10 -0.36 -0.25 -0.04 0.13 0.12 0.17 0.15 0.14 0.16 0.09 0.06 0.04 0.14 0.06 0.10 0.10 1.16


(4)
Here is the ion C9H13N4 with charge +1 at a distorted geometry from the Open Molecules 2025 dataset. Energies are from ωB97M-V/def2-TZVPD.

The SMILES is NCCn1cccc1-c1[nH]cc[nH+]1. Its net charge is +1. The highest occupied orbital energy is -11.2308 eV. Its energy above the lowest of the compared OMol25 structures with the same formula, charge and spin is 2.160 eV.

CARTESIAN COORDINATES (ANGSTROEM)
N1 -0.86 -2.33 -0.26
C1 -2.14 -1.56 -0.38
C2 -2.18 -0.49 0.63
N2 -1.04 0.79 0.31
C3 -1.77 1.93 0.20
C4 -0.98 3.10 0.05
C5 0.37 2.66 -0.11
C6 0.39 1.27 0.11
C7 1.47 0.38 0.01
N3 1.42 -0.96 -0.08
C8 2.69 -1.48 -0.20
C9 3.52 -0.43 -0.17
N4 2.76 0.74 -0.01
H1 -0.92 -2.93 0.60
H2 -0.84 -2.85 -1.03
H3 -2.93 -2.26 -0.21
H4 -2.32 -1.39 -1.45
H5 -3.11 0.17 0.76
H6 -1.91 -0.91 1.57
H7 -2.81 2.05 0.22
H8 -1.25 4.09 -0.09
H9 1.28 3.37 -0.31
H10 0.45 -1.59 -0.15
H11 2.84 -2.55 -0.08
H12 4.63 -0.54 0.07
H13 3.23 1.72 -0.03

Charges per atom according to Löwdin partitioning, unit e: 0.03 -0.22 0.01 0.06 -0.13 -0.05 -0.03 -0.14 -0.25 0.10 -0.08 -0.08 0.13 0.15 0.05 0.12 0.14 0.14 0.10 0.10 0.08 0.15 0.12 0.13 0.15 0.22


(5)
Here is the ion C9H13N4 with charge +1 at a distorted geometry from the Open Molecules 2025 dataset. Energies are from ωB97M-V/def2-TZVPD.

The SMILES is [H]/N=C\CN(N)C(=[NH2+])c1ccccc1. Its net charge is +1. The highest occupied orbital energy is -13.2477 eV. Its energy above the lowest of the compared OMol25 structures with the same formula, charge and spin is 2.847 eV.

CARTESIAN COORDINATES (ANGSTROEM)
H1 -1.63 0.98 1.51
N1 -1.27 1.86 1.13
C1 -1.06 2.01 -0.09
C2 -1.46 0.89 -1.09
N2 -1.61 -0.37 -0.34
N3 -2.86 -0.94 -0.14
C3 -0.58 -0.83 0.34
N4 -0.71 -1.76 1.31
C4 0.89 -0.47 0.17
C5 1.60 -0.08 1.30
C6 2.85 0.52 1.09
C7 3.46 0.36 -0.18
C8 2.88 -0.47 -1.16
C9 1.52 -0.65 -1.05
H2 -0.68 3.00 -0.59
H3 -2.57 1.04 -1.46
H4 -0.70 0.93 -1.86
H5 -3.46 -0.53 0.53
H6 -3.26 -0.91 -1.06
H7 -1.54 -1.87 1.87
H8 0.04 -2.13 1.84
H9 1.03 -0.04 2.20
H10 3.17 0.97 1.98
H11 4.46 0.79 -0.25
H12 3.37 -0.69 -2.00
H13 0.84 -1.07 -1.79

Charges per atom according to Löwdin partitioning, unit e: 0.06 0.12 -0.20 -0.08 -0.15 0.13 -0.23 0.23 -0.19 -0.03 -0.02 -0.01 -0.02 -0.03 0.16 0.17 0.11 0.10 0.11 0.13 0.12 0.11 0.10 0.12 0.08 0.13


(6)
Here is the ion C9H13N4 with charge +1 at a distorted geometry from the Open Molecules 2025 dataset. Energies are from ωB97M-V/def2-TZVPD.

Its net charge is +1. The highest occupied orbital energy (spin up / spin down) is -12.3296 / -12.6299 eV. Its energy above the lowest of the compared OMol25 structures with the same formula, charge and spin is 5.340 eV.

CARTESIAN COORDINATES (ANGSTROEM)
C1 1.15 -1.79 -2.83
C2 1.50 -2.23 -1.63
C3 0.40 -0.62 -3.06
C4 1.16 -1.50 -0.52
C5 0.15 0.21 -1.98
C6 0.65 -0.22 -0.76
C7 -0.68 -0.65 1.85
C8 -1.72 -0.16 1.14
C9 0.53 0.25 1.57
N1 0.53 0.71 0.23
N2 0.31 1.33 2.49
N3 -1.92 2.24 1.01
N4 -1.48 1.07 0.42
H1 1.36 -2.30 -3.79
H2 2.10 -3.06 -1.65
H3 0.17 -0.33 -4.05
H4 1.53 -1.68 0.49
H5 -0.20 1.23 -1.96
H6 -0.57 -1.46 2.58
H7 -2.71 -0.56 0.96
H8 1.40 -0.26 1.80
H9 -0.09 1.16 3.40
H10 1.02 2.06 2.44
H11 -1.49 3.07 0.48
H12 -1.58 2.34 1.94
H13 -1.50 1.15 -0.56

Charges per atom according to Löwdin partitioning, unit e: -0.07 -0.06 -0.01 0.03 -0.01 -0.31 0.05 -0.04 -0.44 0.16 0.06 0.12 -0.03 0.14 0.10 0.11 0.12 0.12 0.14 0.13 0.12 0.10 0.10 0.16 0.08 0.11


(7)
Here is the ion C9H13N5S with charge +2 at a distorted geometry from the Open Molecules 2025 dataset. Energies are from ωB97M-V/def2-TZVPD.

The SMILES is C=C/[N+](C)=C(\N=C=[NH+]C)NC([S-])=C=[N+]=C. Its net charge is +2. The highest occupied orbital energy (spin up / spin down) is -15.9403 / -15.9387 eV. Its energy above the lowest of the compared OMol25 structures with the same formula, charge and spin is 3.748 eV.

CARTESIAN COORDINATES (ANGSTROEM)
C1 3.88 0.51 0.47
C2 2.63 0.80 0.14
N1 1.60 0.82 1.05
C3 1.93 1.31 2.33
C4 0.44 0.34 0.73
N2 0.27 -0.17 -0.50
C5 -0.63 -0.80 -1.01
N3 -0.88 -1.64 -1.97
C6 0.18 -2.47 -2.57
N4 -0.64 0.47 1.57
C7 -2.00 0.23 1.28
S1 -3.10 -0.15 2.45
C8 -2.52 0.13 -0.04
N5 -3.44 0.61 -0.62
C9 -4.36 0.96 -1.38
H1 4.68 0.48 -0.27
H2 4.05 0.54 1.55
H3 2.25 0.94 -0.90
H4 1.99 0.58 3.19
H5 3.06 1.80 2.60
H6 1.25 2.04 2.74
H7 -1.84 -1.86 -2.06
H8 1.22 -2.07 -2.54
H9 -0.16 -2.65 -3.61
H10 0.24 -3.47 -2.10
H11 -0.53 0.45 2.54
H12 -5.31 0.48 -1.06
H13 -4.25 1.80 -2.03

Charges per atom according to Löwdin partitioning, unit e: 0.12 -0.15 -0.06 -0.04 -0.24 0.24 -0.05 0.08 0.00 0.14 -0.72 0.91 -0.11 0.06 0.17 0.10 0.07 0.14 0.13 0.19 0.10 0.15 0.12 0.12 0.11 0.11 0.15 0.13


(8)
Here is a cluster of 2 separate species, C9H13NO in total at a distorted geometry from the Open Molecules 2025 dataset. Energies are from ωB97M-V/def2-TZVPD.

The SMILES is Cc1ccccc1.CC(N)=O. The highest occupied orbital energy is -9.1681 eV. Its energy above the lowest of the compared OMol25 structures with the same formula, charge and spin is 1.149 eV.

CARTESIAN COORDINATES (ANGSTROEM)
C1 -1.46 1.93 2.86
C2 -0.89 1.48 1.56
C3 -1.80 1.18 0.53
C4 -1.38 1.06 -0.77
C5 0.01 1.11 -1.04
C6 0.96 1.18 -0.02
C7 0.44 1.55 1.26
H1 -1.36 3.02 2.93
H2 -1.04 1.57 3.79
H3 -2.52 1.76 3.17
H4 -2.81 0.95 0.87
H5 -2.09 1.08 -1.59
H6 0.21 0.94 -2.12
H7 1.97 1.11 -0.28
H8 1.13 1.82 2.04
C8 2.11 -2.19 -1.07
C9 0.81 -2.89 -1.17
N1 -0.02 -2.39 -2.21
O1 0.51 -3.88 -0.55
H9 2.91 -2.76 -0.54
H10 2.23 -1.24 -0.54
H11 2.63 -1.95 -2.00
H12 -0.82 -2.90 -2.50
H13 0.27 -1.51 -2.60

Charges per atom according to Löwdin partitioning, unit e: -0.07 -0.29 -0.06 -0.09 -0.11 -0.07 -0.05 0.09 0.07 0.09 0.11 0.10 0.10 0.08 0.11 -0.03 -0.57 0.14 0.06 0.10 0.06 0.08 0.09 0.06


(9)
Here is a structure of composition C9H13NO at a distorted geometry from the Open Molecules 2025 dataset. Energies are from ωB97M-V/def2-TZVPD.

The highest occupied orbital energy is -8.2751 eV. Its energy above the lowest of the compared OMol25 structures with the same formula, charge and spin is 10.561 eV.

CARTESIAN COORDINATES (ANGSTROEM)
C1 -1.56 -1.99 -0.91
C2 0.14 -0.45 -1.08
C3 -0.08 0.11 -2.43
C4 0.22 1.35 -2.74
C5 0.86 2.19 -1.67
C6 1.09 1.63 -0.42
C7 0.67 0.39 -0.06
C8 0.91 -0.20 1.35
C9 -0.38 0.06 2.26
H1 -2.10 -1.80 -2.05
H2 -1.75 -2.86 -1.02
H3 -2.16 -1.17 -0.08
H4 -0.15 -0.48 -3.08
H5 -0.01 1.90 -3.85
H6 1.28 3.18 -1.83
H7 1.37 2.54 0.27
H8 1.82 0.33 1.75
H9 0.87 -1.77 1.28
H10 -1.16 -0.56 1.28
H11 -0.29 1.28 2.44
H12 0.86 -0.14 4.03
H13 -0.11 -1.43 3.83
N1 -0.16 -0.42 3.54
O1 -0.19 -1.69 -0.83

Charges per atom according to Löwdin partitioning, unit e: -0.05 -0.26 -0.04 -0.07 -0.07 -0.10 -0.23 -0.17 -0.35 0.16 -0.05 0.17 0.00 0.17 0.08 0.15 0.10 0.23 0.17 0.16 0.15 0.07 -0.11 -0.12


(10)
Here is a cluster of 2 separate species, C9H13NO in total at a distorted geometry from the Open Molecules 2025 dataset. Energies are from ωB97M-V/def2-TZVPD.

The SMILES is CNC(C)=O.c1ccccc1. The highest occupied orbital energy is -9.1557 eV. Its energy above the lowest of the compared OMol25 structures with the same formula, charge and spin is 3.898 eV.

CARTESIAN COORDINATES (ANGSTROEM)
C1 1.47 2.01 -0.03
N1 1.35 0.51 -0.28
C2 2.48 -0.23 -0.05
C3 2.31 -1.80 -0.06
O1 3.59 0.32 0.35
H1 2.54 2.34 -0.17
H2 0.96 2.53 -0.75
H3 1.17 2.41 1.08
H4 0.35 0.08 -0.57
H5 1.39 -2.06 -0.15
H6 3.01 -2.20 0.83
H7 3.01 -2.27 -0.77
C4 -2.25 1.04 0.60
C5 -1.85 0.01 1.45
C6 -1.82 -1.16 0.99
C7 -1.59 -1.34 -0.44
C8 -1.85 -0.33 -1.32
C9 -2.17 0.95 -0.84
H8 -2.13 2.12 0.98
H9 -2.03 0.47 2.43
H10 -1.90 -2.06 1.57
H11 -1.60 -2.36 -0.83
H12 -1.90 -0.67 -2.43
H13 -2.54 1.68 -1.60

Charges per atom according to Löwdin partitioning, unit e: -0.08 0.01 -0.46 0.01 -0.07 0.08 0.02 0.13 0.14 -0.03 0.14 0.08 -0.08 -0.16 -0.11 -0.10 -0.15 -0.08 0.13 0.12 0.12 0.10 0.14 0.12


(11)
Here is a cluster of 2 separate species, C9H13NO2 in total at a distorted geometry from the Open Molecules 2025 dataset. Energies are from ωB97M-V/def2-TZVPD.

The SMILES is Cc1ccc(O)cc1.CC(N)=O. The highest occupied orbital energy is -8.1492 eV. Its energy above the lowest of the compared OMol25 structures with the same formula, charge and spin is 3.962 eV.

CARTESIAN COORDINATES (ANGSTROEM)
C1 2.29 -0.82 0.65
C2 1.03 -0.69 1.28
C3 0.82 0.61 1.91
C4 -0.40 1.18 2.12
C5 -1.46 0.17 1.89
O1 -2.70 0.72 2.13
C6 -1.41 -1.10 1.48
C7 -0.11 -1.52 1.00
H1 2.79 0.33 0.61
H2 2.15 -1.36 -0.27
H3 2.88 -1.43 1.29
H4 1.72 1.20 2.16
H5 -0.58 2.18 2.50
H6 -3.42 0.38 1.32
H7 -2.29 -1.65 1.29
H8 0.14 -2.45 0.41
C8 -0.09 1.42 -1.99
C9 -0.74 0.23 -2.47
N1 0.24 -0.71 -3.14
O2 -1.94 -0.22 -2.52
H9 0.58 1.16 -1.21
H10 -0.83 2.16 -1.45
H11 0.12 2.38 -2.64
H12 -0.03 -1.66 -3.21
H13 1.23 -0.52 -3.14

Charges per atom according to Löwdin partitioning, unit e: -0.10 -0.33 -0.08 0.02 -0.36 -0.06 -0.03 0.00 0.15 0.06 0.07 0.11 0.11 0.22 0.10 0.12 -0.05 -0.46 0.10 -0.02 0.05 0.12 0.14 0.06 0.07


(12)
Here is a cluster of 2 separate species, C9H13NO2 in total at a distorted geometry from the Open Molecules 2025 dataset. Energies are from ωB97M-V/def2-TZVPD.

The SMILES is Cc1ccc(O)cc1.CC(N)=O. The highest occupied orbital energy is -8.5691 eV. Its energy above the lowest of the compared OMol25 structures with the same formula, charge and spin is 0.946 eV.

CARTESIAN COORDINATES (ANGSTROEM)
C1 0.56 3.90 -0.90
C2 0.23 2.55 -1.47
C3 -0.58 2.32 -2.55
C4 -0.80 0.98 -2.98
C5 -0.17 -0.10 -2.44
O1 -0.33 -1.35 -2.93
C6 0.47 0.10 -1.16
C7 0.70 1.41 -0.78
H1 -0.30 4.48 -0.59
H2 1.36 3.90 -0.14
H3 1.14 4.62 -1.52
H4 -1.16 3.09 -3.04
H5 -1.28 0.96 -3.95
H6 -0.57 -1.96 -2.25
H7 0.84 -0.77 -0.64
H8 1.19 1.52 0.18
C8 0.50 -3.64 3.41
C9 -0.62 -3.02 2.63
N1 -0.66 -1.64 2.76
O2 -1.30 -3.61 1.82
H9 0.26 -3.89 4.44
H10 1.36 -2.99 3.45
H11 0.72 -4.60 2.93
H12 -1.44 -1.19 2.31
H13 -0.14 -1.06 3.39

Charges per atom according to Löwdin partitioning, unit e: -0.07 -0.29 -0.04 -0.02 -0.34 0.06 -0.01 -0.06 0.07 0.07 0.08 0.11 0.12 0.10 0.11 0.10 -0.02 -0.60 0.14 0.05 0.08 0.07 0.09 0.10 0.09


| no. | energy (eV) | M (g/mol) |
| --- | --- | --- |
| 1 | -18102.870 | 195.2 |
| 2 | -25663.969 | 333.6 |
| 3 | -62404.991 | 228.6 |
| 4 | -15496.085 | 177.2 |
| 5 | -15495.398 | 177.2 |
| 6 | -15492.906 | 177.2 |
| 7 | -27807.235 | 223.3 |
| 8 | -13080.923 | 151.2 |
| 9 | -13071.511 | 151.2 |
| 10 | -13078.174 | 151.2 |
| 11 | -15125.670 | 167.2 |
| 12 | -15128.686 | 167.2 |